# C17H50O11

A cluster of 8 separate species, C17H50O11 in total in a non-equilibrium geometry (wB97M-V/def2-TZVPD, the Open Molecules 2025 dataset).

Values from the calculation:
energy relative to the best compared isomer or geometry (same formula, charge and spin)	0.000	eV
LUMO	0.25	eV
SMILES	CC(C)O.OCCO.OCCO.OCCO.CCO.CCO.CCO.CCO
orbital gap	10.2	eV
E_HOMO	-9.959	eV

```
! RIJCOSX wB97M-V def2-TZVPD def2/J DEFGRID3
* xyz 0 1
C 1.21471 1.46357 -6.85614
C 1.34664 0.17279 -6.08259
C 1.01553 0.32865 -4.58507
O 0.54611 -0.81539 -6.67967
H 0.45803 2.18821 -6.55541
H 1.09129 1.25827 -7.91950
H 2.18742 1.95394 -6.81748
H 2.39555 -0.10857 -6.17606
H 1.50827 1.19870 -4.15111
H 1.38776 -0.52145 -4.01334
H -0.06882 0.38068 -4.48718
H 0.72014 -0.87155 -7.62209
O -0.26275 -3.43600 3.88335
C 0.56493 -2.92590 2.81841
C 2.01638 -3.29889 3.09877
O 2.52140 -2.51385 4.18967
H -0.01664 -2.91282 4.64971
H 0.26853 -3.38703 1.87628
H 0.55777 -1.84084 2.71506
H 2.66348 -3.08031 2.24931
H 2.22943 -4.33919 3.34472
H 3.46383 -2.68191 4.26158
O -1.27625 2.92627 5.23062
C -1.80756 2.67395 3.92741
C -1.18840 3.68836 2.96399
O -1.80248 4.98876 3.00425
H -1.42601 3.84223 5.47597
H -1.61465 1.65236 3.59995
H -2.87064 2.88330 4.04629
H -1.37318 3.30856 1.95915
H -0.11862 3.78919 3.14699
H -1.34087 5.51994 2.35128
O 3.17800 -1.44931 -1.92352
C 3.49312 -2.85190 -1.93931
C 3.08154 -3.70289 -0.71503
O 1.67299 -3.84695 -0.63787
H 3.62305 -0.90504 -2.57720
H 3.00447 -3.20760 -2.84639
H 4.57386 -2.94756 -2.04404
H 3.56990 -3.29056 0.16791
H 3.52412 -4.69197 -0.83307
H 1.33229 -2.97928 -0.40837
C -2.74042 1.50117 -3.35154
C -3.73248 0.90096 -2.35756
O -4.47547 -0.12543 -2.93418
H -1.98122 0.75317 -3.58005
H -2.13361 2.22953 -2.81361
H -3.20201 1.96297 -4.22434
H -4.36567 1.71684 -2.00898
H -3.09830 0.50861 -1.56259
H -4.74920 -0.71211 -2.22532
C 3.34901 0.31973 2.08095
C 2.38822 1.46946 2.35760
O 2.76293 2.04985 3.54905
H 4.33287 0.71152 1.82283
H 3.04926 -0.33496 1.26264
H 3.48549 -0.31236 2.95840
H 1.45993 0.92078 2.51676
H 2.30712 2.24340 1.59436
H 2.65434 1.37715 4.22527
C -4.20672 -0.59346 2.84774
C -4.14805 0.81648 2.23480
O -4.84523 0.70348 1.03147
H -3.43452 -1.22855 2.41362
H -5.16800 -1.09918 2.75667
H -3.96907 -0.48273 3.90574
H -3.10323 1.07894 2.06874
H -4.68381 1.56084 2.82386
H -5.46464 1.43568 0.98889
C -0.88697 0.03826 0.33639
C 0.31324 0.04942 -0.50227
O 1.08751 -1.06595 -0.21086
H -0.57426 -0.19033 1.35525
H -1.49050 -0.79376 -0.02637
H -1.49874 0.94009 0.35973
H 0.81437 1.00851 -0.37146
H 0.09721 0.13768 -1.56700
H 1.80732 -1.10686 -0.84473
*
```



# C33H34FeP

A structure of composition C33H34FeP in a non-equilibrium geometry (wB97M-V/def2-TZVPD, the Open Molecules 2025 dataset).

Values from the calculation:
LUMO (alpha / beta)	2.43 / 2.41	eV
orbital gap (alpha / beta)	3.3 / 5.2	eV
E_HOMO (alpha / beta)	-0.844 / -2.799	eV

```
! RIJCOSX wB97M-V def2-TZVPD def2/J DEFGRID3
* xyz -1 5
C 4.29164 2.08593 4.45910
C 3.13232 1.55602 3.66976
C 3.39794 0.89527 2.46665
C 2.36216 0.40578 1.68076
C 0.98408 0.63543 2.02702
P -0.38409 -0.13990 0.92801
C -0.10006 -1.87148 1.75302
C -0.95359 -2.96610 1.38314
C -1.03300 -4.12727 2.15289
C -0.25753 -4.27316 3.31069
C -0.35237 -5.51229 4.16483
C 0.64986 -3.26684 3.63781
C 0.77372 -2.10566 2.85335
C -1.83060 0.41079 1.92376
C -2.45674 1.61952 1.54163
C -3.36232 2.23016 2.40587
C -3.73277 1.60980 3.60776
C -4.75118 2.25608 4.49240
C -3.16201 0.37888 3.93510
C -2.23699 -0.25267 3.10603
C 0.72788 1.37143 3.21872
C 1.80406 1.80078 4.01553
H 3.94911 2.63564 5.32205
H 4.88995 1.26180 4.82468
H 4.98798 2.74300 3.94061
H 4.41652 0.80034 2.11034
H 2.64837 -0.16076 0.77886
H -1.59187 -2.89657 0.50130
H -1.70475 -4.94266 1.88031
H 0.35809 -5.46363 4.97873
H -1.32691 -5.59373 4.63195
H -0.17827 -6.47272 3.68192
H 1.27745 -3.45793 4.52707
H 1.57846 -1.45537 3.22481
H -2.15977 2.02542 0.57025
H -3.76814 3.18548 2.10513
H -4.98039 1.60210 5.31676
H -4.37393 3.16899 4.93238
H -5.70258 2.51369 4.03714
H -3.51314 -0.07809 4.87188
H -1.88265 -1.24484 3.43123
H -0.27796 1.64254 3.58864
H 1.66005 2.44084 4.90077
C 0.94944 0.71239 -0.86380
C -0.57916 0.65279 -1.06108
C -1.04127 -0.24990 -2.12833
C -1.34437 0.14722 -3.48126
C -2.22343 -0.85324 -4.04349
C -2.35595 -1.93982 -3.07574
C -1.54694 -1.59686 -1.93999
Fe -0.44877 -1.62460 -3.54720
C 1.47137 -1.96616 -3.31504
C 1.17162 -1.21191 -4.53488
C 0.22358 -2.00410 -5.33309
C -0.05227 -3.24539 -4.60119
C 0.71056 -3.21298 -3.35832
H 1.82231 0.80415 -1.59507
H 1.17317 1.55252 -0.15528
H 1.09922 -0.40947 -0.62658
H -1.22548 1.56588 -0.88935
H -1.03348 1.13137 -3.85027
H -2.79495 -0.73360 -4.96381
H -3.02092 -2.79128 -3.11771
H -1.39154 -2.04312 -0.96962
H 2.18178 -1.68104 -2.53312
H 1.59999 -0.24111 -4.80761
H -0.17897 -1.73560 -6.31146
H -0.69035 -4.07028 -4.94128
H 0.76359 -4.01680 -2.61224
*
```



# CH4NOPS2

A cluster of 2 separate species, CH4NOPS2 in total in a non-equilibrium geometry (wB97M-V/def2-TZVPD, the Open Molecules 2025 dataset).

Values from the calculation:
energy relative to the best compared isomer or geometry (same formula, charge and spin)	2.366	eV
LUMO (alpha / beta)	-1.39 / -0.40	eV
orbital gap (alpha / beta)	6.9 / 7.6	eV
E_HOMO (alpha / beta)	-8.322 / -8.007	eV

```
! RIJCOSX wB97M-V def2-TZVPD def2/J DEFGRID3
* xyz 0 1
C 1.44473 -1.88218 -0.02021
N 0.27765 1.61204 -0.33093
O 1.07041 -2.90382 -0.44198
P -0.52856 0.30181 0.38872
S -1.14220 0.83125 2.16336
S -2.11871 0.03385 -0.99696
H 2.43422 -1.53827 0.27551
H 0.61368 1.44537 -1.26981
H 0.98638 2.02255 0.26315
H -3.03761 0.07741 -0.03084
*
```



# C39H85INO27PS8

A cluster of 8 separate species, C39H85INO27PS8 in total in a non-equilibrium geometry (wB97M-V/def2-TZVPD, the Open Molecules 2025 dataset).

Values from the calculation:
LUMO	-0.24	eV
SMILES	CCCOC[C@]1(I)[C@H](P(N)O)[C@@H](c2ccccc2)[C@H](CCOCC)OS1(=O)=O.CCOS(C)(=O)=O.CCOS(C)(=O)=O.CCOS(C)(=O)=O.CCOS(C)(=O)=O.CCOS(C)(=O)=O.CCOS(C)(=O)=O.CCOS(C)(=O)=O
orbital gap	7.9	eV
E_HOMO	-8.130	eV

```
! RIJCOSX wB97M-V def2-TZVPD def2/J DEFGRID3
* xyz 0 1
C 7.86875 -0.70024 0.09671
C 7.74372 -1.21677 -1.44655
C 7.30306 -0.00764 -2.44550
O 5.99094 -0.19155 -3.03680
C 5.06782 0.85386 -2.66594
C 3.90567 1.11156 -3.74514
I 4.75370 1.19041 -5.77062
C 3.09722 2.50162 -3.52594
P 4.19397 4.04783 -3.50704
N 3.14502 5.41407 -3.99960
O 4.75201 4.44376 -1.92849
C 2.15410 2.28668 -2.23405
C 1.71825 3.61330 -1.47188
C 2.29747 3.80411 -0.02251
C 2.00655 5.02577 0.87528
C 1.08634 6.14964 0.33394
C 0.46774 5.95536 -1.08666
C 0.76330 4.71014 -1.99363
C 0.85071 1.47924 -2.71621
C 0.03239 0.75780 -1.53913
C -1.55488 0.90717 -1.88834
O -2.26886 -0.34525 -1.71065
C -3.52982 -0.12824 -0.99775
C -3.17490 -0.18453 0.58652
O 1.08530 0.50292 -3.77403
S 2.58024 -0.23783 -3.65146
O 2.71392 -1.12377 -4.87830
O 2.72525 -1.11647 -2.44153
H 7.82115 0.43832 0.18916
H 7.00504 -1.11301 0.73990
H 8.89054 -1.00969 0.53853
H 8.82648 -1.47324 -1.76004
H 7.02407 -2.09121 -1.56703
H 7.43558 0.95491 -1.84536
H 8.06135 0.05604 -3.31767
H 4.55922 0.50085 -1.68417
H 5.58006 1.84209 -2.41307
H 2.40884 2.60015 -4.45405
H 2.30804 5.01312 -4.47404
H 3.67052 5.89111 -4.75264
H 5.46545 3.84237 -1.62971
H 2.70344 1.60388 -1.47704
H 2.98917 2.98403 0.39901
H 2.48974 5.05327 1.91389
H 0.90460 7.06293 0.99476
H -0.22133 6.77440 -1.51387
H 0.29320 4.62128 -3.02652
H 0.13370 2.26964 -3.16697
H 0.22935 -0.37684 -1.53018
H 0.21917 1.17915 -0.49610
H -1.73110 1.23026 -2.98069
H -2.02038 1.71034 -1.19728
H -4.32298 -0.91597 -1.29263
H -4.01257 0.88734 -1.27533
H -2.09199 -0.57607 0.68535
H -3.83691 -0.94727 1.11841
H -3.27477 0.86359 1.03079
C -2.84548 -5.50479 2.77014
C -4.21619 -5.54527 2.12001
O -5.25052 -5.21928 3.05331
S -5.42266 -3.67500 3.49710
C -6.97964 -3.84859 4.32321
O -5.61214 -2.86820 2.31758
O -4.42359 -3.35921 4.48317
H -2.58400 -4.49057 3.07620
H -2.07906 -5.85454 2.07552
H -2.82644 -6.12814 3.66728
H -4.26034 -4.88290 1.24984
H -4.41202 -6.55878 1.76519
H -7.74211 -4.12396 3.59528
H -7.22415 -2.88693 4.77724
H -6.88409 -4.60911 5.09721
C -1.98074 -11.68596 3.09362
C -3.35476 -11.72583 2.44832
O -4.38582 -11.40552 3.38268
S -4.56301 -9.86187 3.83471
C -6.11736 -10.04607 4.66256
O -4.75794 -9.05031 2.66019
O -3.56340 -9.54750 4.82039
H -1.71920 -10.67276 3.40179
H -1.21603 -12.03305 2.39505
H -1.95819 -12.31215 3.98820
H -3.40334 -11.06054 1.58044
H -3.55261 -12.73833 2.09087
H -6.87980 -10.32067 3.93461
H -6.36464 -9.08783 5.12183
H -6.01745 -10.81020 5.43254
C -3.35021 -9.32447 -2.10739
C -2.08380 -9.35987 -1.27020
O -1.09977 -8.45095 -1.76367
S -1.31462 -6.86788 -1.50307
C 0.29916 -6.33531 -2.00013
O -1.46256 -6.64465 -0.08809
O -2.26848 -6.36457 -2.45535
H -3.85132 -8.35926 -2.02339
H -4.05056 -10.09666 -1.78079
H -3.11696 -9.47707 -3.16346
H -2.30061 -9.15585 -0.21663
H -1.64826 -10.35989 -1.32295
H 1.03765 -6.73930 -1.30875
H 0.31336 -5.24468 -1.96943
H 0.48525 -6.67875 -3.01702
C -3.31737 11.48750 1.93709
C -3.22552 10.31322 2.89541
O -3.38845 9.06572 2.21852
S -2.16641 8.51558 1.31319
C -2.79735 6.88212 1.05062
O -0.98186 8.42869 2.12946
O -2.17270 9.20806 0.05163
H -2.48533 11.48670 1.23171
H -3.29484 12.43342 2.48265
H -4.23793 11.43440 1.35161
H -2.28203 10.32850 3.44994
H -4.03201 10.38551 3.62772
H -2.83363 6.35541 2.00347
H -2.12008 6.37034 0.36438
H -3.78896 6.95552 0.60540
C 1.38007 9.52196 3.53251
C 2.63560 9.47362 4.38511
O 3.63601 10.37276 3.90354
S 3.43582 11.95723 4.16095
C 5.06217 12.46942 3.68284
O 3.27392 12.18400 5.57350
O 2.49949 12.47097 3.19653
H 0.88817 10.49257 3.61027
H 0.66811 8.75830 3.84981
H 1.62424 9.36682 2.47950
H 2.40831 9.67997 5.43567
H 3.06113 8.46913 4.33788
H 5.78720 12.05712 4.38346
H 5.08936 13.55965 3.71275
H 5.25629 12.12256 2.66856
C -7.75459 -1.69767 0.89640
C -9.12421 -1.73364 0.24150
O -10.16136 -1.40016 1.16693
S -10.33348 0.14673 1.60738
C -11.89550 -0.02509 2.42405
O -10.51286 0.95128 0.42718
O -9.33893 0.46210 2.59859
H -7.48938 -0.68367 1.19923
H -6.98676 -2.05404 0.20697
H -7.74219 -2.31572 1.79353
H -9.16267 -1.07442 -0.63139
H -9.32563 -2.74751 -0.11030
H -12.65339 -0.30039 1.69169
H -12.14193 0.93697 2.87565
H -11.80548 -0.78503 3.19935
C 12.65137 -3.42808 -4.28825
C 12.51071 -2.41568 -5.41135
O 11.24890 -2.53050 -6.06978
S 9.93052 -1.97920 -5.31048
C 8.81919 -2.07054 -6.68219
O 10.13125 -0.59386 -4.97056
O 9.51717 -2.95161 -4.33346
H 11.94190 -3.22640 -3.48459
H 13.65759 -3.39691 -3.86438
H 12.44841 -4.43733 -4.65316
H 12.66080 -1.39541 -5.04497
H 13.28000 -2.60582 -6.16236
H 9.13761 -1.36503 -7.44868
H 7.82521 -1.80618 -6.31694
H 8.81299 -3.08957 -7.06725
*
```



# C20H33NO10P2Pd

A structure of composition C20H33NO10P2Pd (wB97M-V/def2-TZVPD, the Open Molecules 2025 dataset).

Values from the calculation:
energy relative to the best compared isomer or geometry (same formula, charge and spin)	0.042	eV
LUMO (alpha / beta)	-0.13 / -2.30	eV
orbital gap (alpha / beta)	7.6 / 5.5	eV
E_HOMO (alpha / beta)	-7.782 / -7.782	eV

```
! RIJCOSX wB97M-V def2-TZVPD def2/J DEFGRID3
* xyz 0 3
Pd -0.67231 -2.10061 1.58714
C 2.93710 -2.08584 -3.09058
C 3.59859 -1.55355 -1.83899
C 5.02667 -2.01693 -1.66438
O 2.84145 -2.05163 -0.69237
P 2.03168 -1.11063 0.26267
O 1.48197 -1.91804 1.38973
C 0.80557 -0.25282 -0.73073
P -0.28520 0.80472 0.24741
O -0.72723 0.07420 1.47448
O -1.41314 1.31481 -0.69528
C -2.75251 0.64588 -0.76683
C -3.78085 1.59123 -0.20362
C -2.99342 0.25280 -2.20115
O 0.53296 2.07974 0.64032
C 0.84544 3.13665 -0.32492
C -0.06924 4.30778 -0.04922
C 2.31422 3.45550 -0.16091
O 2.97862 0.05615 0.72565
C 3.65264 0.05083 2.03235
C 2.75424 0.74758 3.02907
C 4.97958 0.74320 1.82765
H 3.47683 -1.73977 -3.97254
H 1.90157 -1.75418 -3.16554
H 2.94446 -3.17572 -3.08085
H 3.56557 -0.45944 -1.82209
H 5.06382 -3.10596 -1.63224
H 5.45098 -1.62579 -0.73984
H 5.63525 -1.67092 -2.50022
H 0.18860 -1.02596 -1.20273
H 1.30714 0.33400 -1.50435
H -2.68037 -0.23530 -0.13598
H -3.82144 2.50579 -0.79897
H -3.54375 1.84920 0.82958
H -4.76190 1.10635 -0.23361
H -3.01306 1.13616 -2.84111
H -3.96438 -0.24047 -2.26391
H -2.23440 -0.44246 -2.56138
H 0.65217 2.74833 -1.32926
H 0.08742 4.67229 0.96661
H -1.11206 4.01643 -0.16382
H 0.14598 5.11737 -0.74751
H 2.50512 3.82557 0.84770
H 2.60771 4.22764 -0.87274
H 2.92597 2.56900 -0.32709
H 3.80471 -0.99100 2.31993
H 2.57094 1.77600 2.71572
H 3.23132 0.75743 4.00977
H 1.79574 0.23657 3.11272
H 4.82154 1.77140 1.49885
H 5.58331 0.22522 1.08278
H 5.53268 0.76312 2.76678
O -7.74037 -1.59215 1.03069
C -6.74524 -1.15263 0.45813
O -6.58233 -0.26898 -0.41387
C -5.38910 -1.71897 0.89785
C -4.92560 -1.55568 2.19838
C -3.60790 -1.83428 2.49220
N -2.75348 -2.28743 1.56785
C -3.21467 -2.53223 0.32392
C -4.51739 -2.28021 -0.03359
C -2.19573 -2.89227 -0.73317
O -2.53702 -3.24780 -1.83795
O -0.94309 -2.71962 -0.38373
H -5.58590 -1.16887 2.96304
H -3.19924 -1.65995 3.47963
H -4.81719 -2.43090 -1.06146
*
```



# H3N2PS

An isolated molecule of H3N2PS in a non-equilibrium geometry (wB97M-V/def2-TZVPD, the Open Molecules 2025 dataset).

Values from the calculation:
energy relative to the best compared isomer or geometry (same formula, charge and spin)	0.187	eV
LUMO (alpha / beta)	-0.15 / -0.15	eV
SMILES	N/N=P/S
orbital gap (alpha / beta)	7.8 / 7.8	eV
E_HOMO (alpha / beta)	-7.976 / -7.974	eV

```
! RIJCOSX wB97M-V def2-TZVPD def2/J DEFGRID3
* xyz 0 1
N -0.94319 -0.46399 -0.92405
N -0.22039 0.34461 -0.16922
P 1.44120 0.03418 0.19579
S 1.99500 2.03866 0.89990
H -0.68863 -1.36399 -0.98075
H -1.93624 -0.32019 -0.73290
H 0.75649 2.39091 0.64756
*
```



# C3H4FN3O

An isolated molecule of C3H4FN3O in a non-equilibrium geometry (wB97M-V/def2-TZVPD, the Open Molecules 2025 dataset).

Values from the calculation:
energy relative to the best compared isomer or geometry (same formula, charge and spin)	2.775	eV
LUMO	0.85	eV
SMILES	On1cc(CF)nn1
orbital gap	10.7	eV
E_HOMO	-9.847	eV

```
! RIJCOSX wB97M-V def2-TZVPD def2/J DEFGRID3
* xyz 0 1
O 1.14980 -2.62179 -0.07270
N 0.47799 -1.43648 -0.25529
C 0.56540 -0.37318 0.51793
C -0.30115 0.49295 -0.08898
C -0.63342 1.92375 0.27999
F 0.08659 2.25001 1.42056
N -0.84849 -0.12018 -1.18154
N -0.35629 -1.31749 -1.25809
H 0.74096 -3.13581 -0.78207
H 1.23252 -0.28521 1.40118
H -1.72721 1.92810 0.47823
H -0.38671 2.69533 -0.45922
*
```